Formula: C99H209N11O11
Source: the Open Molecules 2025 dataset
Level of theory: ωB97M-V with the def2-TZVPD basis set

Each line ends with the Mulliken charge.
Cartesian coordinates (Å):
1 C 0.2905 -30.7033 -0.6581  -1.30
2 C 0.3585 -32.2641 -0.5942  1.92
3 C 1.5197 -32.8481 -1.4580  -1.66
4 C 2.8948 -32.4459 -1.0355  -0.48
5 C 3.0445 -32.9796 0.3397  -1.70
6 C 1.9247 -32.4229 1.3932  1.66
7 N 0.6225 -32.8129 0.8150  0.10
8 O -0.4569 -32.2320 1.6908  1.32
9 C 2.0438 -33.2653 2.6790  -1.30
10 C 2.2261 -30.9400 1.6982  -1.44
11 C -0.9879 -32.9666 -1.0431  -1.93
12 H -0.6403 -30.4566 -1.1818  0.44
13 H 1.1181 -30.2438 -1.1563  0.28
14 H 0.1942 -30.2491 0.3181  0.19
15 H 1.5191 -33.9238 -1.4830  0.16
16 H 1.2881 -32.5221 -2.4902  0.41
17 H 3.1087 -31.3812 -1.0879  0.36
18 H 3.6025 -32.8903 -1.7254  0.56
19 H 4.0235 -32.7723 0.7688  0.59
20 H 3.0136 -34.0492 0.2748  0.23
21 H 3.1099 -33.2609 2.9898  0.86
22 H 1.3585 -32.8936 3.3796  -0.34
23 H 1.7920 -34.3075 2.4332  -0.24
24 H 2.3923 -30.3022 0.8807  0.45
25 H 1.4344 -30.4594 2.2715  -0.32
26 H 3.1451 -30.8871 2.3013  0.50
27 H -1.8174 -32.5712 -0.4735  0.29
28 H -0.9889 -34.0167 -1.0534  0.22
29 H -1.2477 -32.5235 -1.9834  0.80
30 H -0.3000 -31.3173 1.6380  -0.77
31 C -4.8676 -35.1733 5.4043  -0.72
32 C -5.3573 -36.4323 6.0828  2.06
33 C -4.1540 -37.0946 6.7724  -0.79
34 C -4.4264 -38.2727 7.6979  -0.87
35 C -5.3718 -37.8756 8.8069  -0.76
36 C -6.5744 -37.0235 8.3670  1.77
37 N -6.2287 -36.0127 7.3026  0.79
38 O -7.4500 -35.4998 6.7623  -0.27
39 C -7.7247 -38.0762 8.0804  -1.96
40 C -7.1697 -36.3052 9.5897  -1.77
41 C -6.1209 -37.3376 5.2026  -1.65
42 H -5.6486 -34.4367 5.2423  0.37
43 H -4.3431 -35.3642 4.4521  -0.57
44 H -4.0842 -34.5898 6.0015  -0.19
45 H -3.5057 -37.4736 5.9812  -0.08
46 H -3.5263 -36.3328 7.2521  0.08
47 H -3.4988 -38.5584 8.2258  0.49
48 H -4.8270 -39.0449 7.0314  0.36
49 H -4.8527 -37.2149 9.4945  -0.21
50 H -5.7393 -38.7686 9.3191  0.39
51 H -8.0090 -38.5504 9.0318  0.53
52 H -8.5715 -37.6312 7.6632  0.25
53 H -7.3882 -38.9134 7.4020  0.41
54 H -7.2079 -37.0346 10.4551  0.52
55 H -6.5641 -35.4342 9.8985  -0.07
56 H -8.1412 -35.8906 9.3176  0.30
57 H -5.6900 -37.5968 4.2133  0.19
58 H -7.0568 -36.8001 5.0524  0.37
59 H -6.3988 -38.2405 5.6814  0.48
60 H -7.5426 -34.6584 7.2143  -0.40
61 C -3.5686 -34.5297 13.7938  -2.16
62 C -3.1823 -33.9798 12.4166  2.16
63 C -3.4067 -32.4724 12.3927  -1.71
64 C -2.8135 -31.7192 11.2410  -0.04
65 C -1.3210 -32.0840 11.0882  -1.08
66 C -1.0920 -33.5696 11.0429  1.96
67 N -1.7764 -34.1774 12.2066  0.18
68 O -1.4568 -35.5553 12.0447  -0.51
69 C -1.5405 -34.1852 9.6443  -1.01
70 C 0.4177 -33.7327 11.0937  -2.35
71 C -4.1884 -34.6010 11.4700  -2.20
72 H -3.3980 -35.5530 13.6558  0.56
73 H -4.6295 -34.3435 13.9910  0.31
74 H -2.8836 -34.1431 14.5601  0.48
75 H -4.5054 -32.4745 12.3890  0.48
76 H -3.1016 -32.0806 13.3860  0.36
77 H -3.0376 -30.6478 11.1361  0.69
78 H -3.2075 -32.1796 10.4072  -0.18
79 H -0.6251 -31.7090 11.8716  0.36
80 H -1.1239 -31.7461 10.1294  0.02
81 H -1.2984 -35.2755 9.5456  0.11
82 H -2.5068 -34.0148 9.2445  0.43
83 H -0.7972 -33.6764 8.9897  0.08
84 H 0.9154 -33.1937 10.3388  0.21
85 H 0.6885 -33.3943 12.1306  0.63
86 H 0.7435 -34.7336 11.0850  0.48
87 H -3.9967 -34.4101 10.4640  0.55
88 H -5.2287 -34.3576 11.6549  0.56
89 H -4.0782 -35.6419 11.5908  0.50
90 H -1.1573 -35.8147 12.9068  0.37
91 C 2.7935 -24.4751 6.4718  -1.49
92 C 1.6187 -23.9223 7.3633  1.92
93 C 0.3456 -24.7002 7.0284  -0.22
94 C 0.1611 -26.0430 7.6987  0.97
95 C 0.3726 -26.0183 9.2098  -1.24
96 C 1.7758 -25.4040 9.5272  1.88
97 N 1.8414 -24.0590 8.8496  0.14
98 O 3.0885 -23.3895 9.1376  -0.53
99 C 1.9946 -25.2045 11.0217  -1.96
100 C 2.8698 -26.3956 9.0540  -1.83
101 C 1.5528 -22.4894 6.8927  -2.28
102 H 2.8920 -23.8536 5.6065  0.47
103 H 2.7439 -25.5195 6.1398  0.19
104 H 3.7825 -24.4504 6.8982  0.33
105 H -0.4696 -23.9920 7.1993  0.17
106 H 0.3659 -24.9241 5.9345  -0.69
107 H 0.8910 -26.6832 7.3382  0.10
108 H -0.7195 -26.5960 7.3585  -0.32
109 H 0.2350 -27.0372 9.6820  0.28
110 H -0.3064 -25.2547 9.5643  0.14
111 H 1.1801 -24.5576 11.3623  0.40
112 H 1.8333 -26.1449 11.5192  0.41
113 H 2.9439 -24.7443 11.2662  0.43
114 H 2.8695 -26.7238 7.9937  0.04
115 H 3.8587 -25.9592 9.3633  0.55
116 H 2.8927 -27.2484 9.7034  0.50
117 H 0.7859 -21.9060 7.3321  0.45
118 H 1.5158 -22.3532 5.8308  0.36
119 H 2.4389 -21.9338 7.1755  0.49
120 H 3.8287 -23.8075 8.6090  0.40
121 C -3.7016 -32.8899 2.3288  -0.39
122 C -4.8075 -32.3417 1.4035  3.04
123 C -4.7079 -30.8469 1.4894  -1.33
124 C -5.4736 -30.0999 0.3510  -1.03
125 C -5.1778 -30.7318 -0.9828  -0.99
126 C -5.3568 -32.2815 -1.0584  1.39
127 N -4.4992 -32.8195 0.0528  0.87
128 O -4.6411 -34.1928 0.1090  -0.77
129 C -6.8076 -32.7310 -1.2483  -1.79
130 C -4.6290 -32.6566 -2.3377  -1.81
131 C -6.1846 -32.8823 1.9179  -2.15
132 H -3.8554 -32.4948 3.3434  -0.41
133 H -2.7227 -32.6287 1.9447  -0.76
134 H -3.8823 -33.9134 2.4293  0.84
135 H -4.9965 -30.5018 2.4774  0.48
136 H -3.6418 -30.5678 1.4017  -0.02
137 H -5.0774 -29.0914 0.3781  0.41
138 H -6.5526 -30.0593 0.4661  0.42
139 H -4.0896 -30.5680 -1.1338  0.02
140 H -5.7410 -30.2339 -1.8313  0.36
141 H -7.1392 -32.5802 -2.2520  0.49
142 H -6.9718 -33.7206 -0.8814  0.28
143 H -7.5230 -32.1337 -0.7455  0.40
144 H -3.6445 -32.1834 -2.3598  0.16
145 H -4.6112 -33.7902 -2.4024  0.36
146 H -5.2353 -32.3870 -3.1975  0.54
147 H -6.3272 -33.8950 1.6362  0.45
148 H -6.9481 -32.2378 1.5625  0.47
149 H -6.1163 -32.7148 3.0000  0.12
150 H -3.8330 -34.6577 0.2669  0.03
151 C -2.5820 -36.7207 1.0721  -2.08
152 C -1.4165 -36.6024 1.9849  2.69
153 C -1.4512 -37.7974 2.9770  -0.40
154 C -0.9453 -39.0918 2.3729  -1.04
155 C 0.3747 -38.9043 1.6699  -1.20
156 C 0.5397 -37.7015 0.7460  1.36
157 N -0.0443 -36.5085 1.3687  0.83
158 O -0.0675 -35.4494 0.4028  0.31
159 C 2.0780 -37.4782 0.7099  -1.22
160 C 0.0613 -37.9941 -0.6715  -1.79
161 C -1.5642 -35.3198 2.8260  -0.35
162 H -2.4231 -35.9247 0.3266  0.10
163 H -3.5043 -36.4400 1.5475  0.62
164 H -2.7548 -37.6242 0.5128  0.27
165 H -0.6823 -37.5898 3.8158  -0.50
166 H -2.4462 -37.8897 3.3926  0.36
167 H -1.6265 -39.5448 1.6466  0.45
168 H -0.8512 -39.7978 3.1720  0.51
169 H 0.5492 -39.8322 1.1812  0.38
170 H 1.1250 -38.9455 2.4665  0.19
171 H 2.2235 -36.5031 0.2578  0.08
172 H 2.4101 -37.4621 1.7616  0.08
173 H 2.6859 -38.2235 0.2497  0.42
174 H 0.5445 -38.8749 -0.8777  0.66
175 H -0.9997 -38.0225 -0.6574  0.35
176 H 0.3838 -37.2329 -1.4021  0.12
177 H -2.4709 -35.3561 3.3618  -0.23
178 H -1.5494 -34.3825 2.3501  0.13
179 H -0.7596 -35.2565 3.4997  -0.44
180 H 0.0152 -34.6316 0.8839  -0.10
181 C -0.5792 -27.0624 2.1065  -1.66
182 C -1.6902 -25.9993 2.4516  2.20
183 C -1.5644 -25.5390 3.9364  -0.14
184 C -2.5322 -24.4370 4.2906  0.39
185 C -2.3378 -23.2269 3.4075  -1.91
186 C -2.3009 -23.4989 1.8499  1.64
187 N -1.5144 -24.8161 1.5870  0.18
188 O -1.5658 -25.0972 0.2240  -0.49
189 C -3.7862 -23.6189 1.4947  -1.92
190 C -1.6016 -22.4153 1.0382  -1.86
191 C -3.0955 -26.6346 2.2265  -0.91
192 H 0.3875 -26.4919 2.2306  0.40
193 H -0.7062 -27.4312 1.0993  0.57
194 H -0.5323 -27.8159 2.8515  -0.18
195 H -1.6735 -26.3886 4.6389  -0.65
196 H -0.5339 -25.1799 4.1090  0.48
197 H -2.3407 -24.0531 5.2962  -0.18
198 H -3.5135 -24.8652 4.3880  0.30
199 H -1.4090 -22.8074 3.7827  0.27
200 H -3.2412 -22.5712 3.5414  0.48
201 H -4.2529 -22.6631 1.4719  0.48
202 H -4.0187 -24.1056 0.5794  0.37
203 H -4.3655 -24.1968 2.1855  0.42
204 H -1.5318 -22.5950 -0.0455  0.32
205 H -2.1270 -21.5471 1.3142  0.44
206 H -0.5642 -22.4331 1.4374  0.40
207 H -3.4377 -26.4054 1.2229  0.51
208 H -3.8784 -26.2517 2.9090  -0.13
209 H -3.0457 -27.7590 2.2527  -0.16
210 H -2.5110 -25.1526 -0.0951  0.38
211 C -4.2450 -26.1140 10.4050  -1.42
212 C -4.5126 -24.9544 9.4360  2.20
213 C -3.3383 -24.8445 8.4374  -1.77
214 C -3.3054 -25.9807 7.3984  1.32
215 C -4.5865 -25.9268 6.6841  -2.44
216 C -5.8409 -26.1334 7.5719  2.21
217 N -5.7524 -25.1657 8.6571  0.21
218 O -6.8439 -25.3774 9.5092  -0.50
219 C -6.9531 -25.9252 6.5791  -2.38
220 C -5.9901 -27.6118 8.0572  -1.40
221 C -4.5885 -23.6330 10.1486  -2.09
222 H -3.7984 -26.8685 9.7414  0.18
223 H -5.2458 -26.5226 10.8438  0.15
224 H -3.5466 -25.8714 11.2267  0.43
225 H -3.4624 -23.9296 7.8250  0.43
226 H -2.4326 -24.6252 9.0695  0.04
227 H -3.0583 -26.9213 7.8731  -0.29
228 H -2.5501 -25.7055 6.6975  -0.65
229 H -4.6194 -26.6538 5.8605  0.57
230 H -4.6950 -24.9096 6.2721  0.72
231 H -7.8811 -25.9063 7.0434  0.58
232 H -6.9510 -24.9881 6.0636  0.40
233 H -6.8780 -26.7700 5.8558  0.38
234 H -6.2154 -28.2049 7.1842  0.59
235 H -4.9963 -27.9183 8.5647  -0.31
236 H -6.8207 -27.5842 8.7300  0.88
237 H -3.7209 -23.4943 10.7863  0.38
238 H -5.4861 -23.5969 10.7261  0.55
239 H -4.6710 -22.8607 9.3509  0.42
240 H -7.1895 -24.5162 9.6155  0.41
241 C 1.0859 -37.0555 8.5324  -1.82
242 C 2.6071 -37.2891 8.4354  2.30
243 C 3.0421 -38.6294 7.8573  -1.84
244 C 2.5250 -38.8333 6.4382  -0.47
245 C 3.2394 -37.8053 5.6293  -0.90
246 C 3.0522 -36.3291 6.1026  2.09
247 N 3.2804 -36.2357 7.5741  -0.12
248 O 2.8461 -34.9175 7.9935  -0.24
249 C 4.1606 -35.4423 5.5469  -2.15
250 C 1.6888 -35.7677 5.6009  1.33
251 C 3.2959 -37.2881 9.8341  -2.18
252 H 0.5980 -37.2758 7.5968  0.26
253 H 0.9091 -36.0605 8.8719  0.24
254 H 0.6596 -37.6689 9.2935  0.61
255 H 4.1098 -38.7732 7.9673  0.40
256 H 2.6254 -39.4933 8.3975  0.53
257 H 1.4294 -38.7677 6.3797  0.10
258 H 2.7191 -39.8374 6.1265  0.61
259 H 2.8095 -37.9430 4.6440  -0.57
260 H 4.2714 -38.0072 5.4766  0.71
261 H 5.0878 -35.5868 6.0840  0.46
262 H 4.4421 -35.6480 4.5204  0.36
263 H 3.8405 -34.4149 5.6763  0.41
264 H 1.2219 -35.2236 6.4294  -0.42
265 H 1.8881 -35.0619 4.7974  -0.56
266 H 1.1305 -36.6655 5.2334  -0.65
267 H 4.3409 -37.5344 9.7035  0.49
268 H 2.9954 -38.0735 10.4615  0.46
269 H 3.1168 -36.3219 10.3163  0.32
270 H 3.6450 -34.3959 8.1206  0.29
271 C -1.9645 -31.4401 7.1773  -0.26
272 C -1.3217 -31.5773 5.7964  3.16
273 C -1.9694 -30.5516 4.8702  -0.94
274 C -1.5557 -29.1362 5.1430  1.95
275 C -0.0380 -29.0444 5.0849  -1.30
276 C 0.5727 -29.9734 6.1529  2.06
277 N 0.1429 -31.3235 5.7642  0.65
278 O 0.7399 -32.1640 6.7783  -0.23
279 C 2.0872 -29.9463 5.8809  -1.94
280 C 0.2452 -29.5509 7.5354  -0.47
281 C -1.5507 -32.9926 5.2344  0.30
282 H -1.8455 -30.4892 7.6265  0.02
283 H -1.4944 -32.1873 7.8460  -0.61
284 H -3.0776 -31.6787 7.1206  -0.58
285 H -1.6125 -30.8501 3.8328  -0.86
286 H -3.0325 -30.6701 4.8506  0.88
287 H -1.9858 -28.7478 6.1020  -1.06
288 H -1.9827 -28.4508 4.3639  -0.49
289 H 0.1947 -28.0404 5.3102  0.57
290 H 0.2916 -29.3113 4.0834  -0.40
291 H 2.6432 -30.4932 6.6546  0.38
292 H 2.1877 -30.4340 4.9244  0.22
293 H 2.3661 -28.8821 6.0087  0.28
294 H -0.7487 -29.0376 7.7507  -0.46
295 H 0.3872 -30.4091 8.2027  0.13
296 H 1.0092 -28.8130 7.8495  -0.10
297 H -2.6278 -33.1999 5.2573  -0.55
298 H -1.1362 -33.7929 5.8879  0.16
299 H -1.2253 -33.0738 4.2405  -0.69
300 H 1.2911 -32.7397 6.2322  0.07
301 C -8.3511 -30.4064 7.6626  -1.92
302 C -7.7931 -31.7925 7.8770  2.89
303 C -7.5095 -32.0894 9.3242  -0.71
304 C -8.8569 -32.2121 10.0839  -0.99
305 C -9.7992 -33.3428 9.5093  -0.74
306 C -9.9596 -33.1779 7.9764  1.23
307 N -8.6474 -32.9817 7.3745  1.54
308 O -8.6870 -32.8703 5.9621  -0.53
309 C -10.4583 -34.5518 7.3513  -1.28
310 C -11.0579 -32.0836 7.7144  -1.75
311 C -6.4809 -31.8888 7.0619  -2.48
312 H -8.3183 -30.1448 6.6273  0.50
313 H -7.5622 -29.7173 8.0054  0.04
314 H -9.3050 -30.1046 8.1008  0.21
315 H -6.7251 -32.8862 9.5268  -0.31
316 H -7.0126 -31.1759 9.7377  0.29
317 H -9.4237 -31.3045 10.1214  0.50
318 H -8.7520 -32.4352 11.1844  0.48
319 H -10.7180 -33.3830 10.0846  0.53
320 H -9.2320 -34.2850 9.7529  -0.19
321 H -10.3870 -34.5791 6.2120  0.29
322 H -9.7448 -35.4026 7.5652  -0.02
323 H -11.4269 -34.9385 7.6733  0.48
324 H -12.0055 -32.6076 7.9189  0.50
325 H -10.9305 -31.2152 8.2734  0.44
326 H -11.0756 -31.7667 6.6271  0.20
327 H -6.5154 -31.5893 6.0172  0.70
328 H -6.1087 -32.8867 7.0903  0.22
329 H -5.7552 -31.2044 7.5267  0.41
330 H -9.1388 -32.0700 5.6636  0.25

Cartesian forces (eV/Å) of the 6 atoms listed first:
C -1.4 -1.2 -0.1
C 0.1 -1.9 0.7
C -1.3 1.4 -1.2
C 0.1 0.5 -0.3
C -0.3 0.8 2.0
C 1.6 -1.5 -0.9

Values from the calculation:
HOMO level, eV: -8.1
Gap between HOMO and LUMO, eV: 8.4
Total charge: 0
Relative energy (zero: lowest compared OMol25 entry of this formula, charge and spin), kJ/mol: 332.47
LUMO energy, eV: 0.30